(1)
DFT (wB97M-V/def2-TZVPD) results for a molecular structure, C8H4BrF6NO4RhS2Se4 at a distorted geometry.

```
31
Properties=species:S:1:pos:R:3:mulliken_spin:R:1
Rh -3.8015 -8.3658 5.8220 1.2622
Se -2.7685 -6.2294 5.8747 0.5906
Se -4.3161 -6.2343 4.2403 0.7361
Se -6.9129 -6.9996 6.8195 0.6732
Se -6.2231 -8.9450 6.2159 0.7237
F -0.9188 -11.8794 3.1317 0.0006
C -1.3367 -11.2449 4.2181 0.0052
F -0.8606 -11.9180 5.2932 -0.0002
F -0.8660 -10.0334 4.1366 0.0013
S -3.1997 -11.1419 4.3506 0.0018
O -3.7032 -10.3829 3.1992 0.0015
O -3.2722 -10.5037 5.6743 -0.0013
N -3.6611 -12.6394 4.4435 0.0061
S -5.1550 -13.1078 4.7236 0.0059
O -5.3358 -14.4082 4.1739 -0.0003
O -6.0728 -12.0237 4.5343 0.0049
C -5.3305 -13.5865 6.5892 0.0004
F -5.2969 -12.5619 7.4279 0.0043
F -4.3630 -14.4434 6.9286 0.0000
F -6.5577 -14.1051 6.6539 0.0001
Br -2.9178 -7.7557 12.4996 0.0007
C -3.2103 -8.0609 10.6493 0.0058
C -2.8775 -9.2516 10.0155 -0.0056
C -3.0465 -9.4344 8.6279 -0.0486
C -3.5692 -8.3456 7.8696 -0.0321
C -3.9791 -7.2077 8.5345 0.0400
C -3.8273 -7.0428 9.8671 0.0107
H -2.4035 -9.9757 10.6179 -0.0003
H -2.8060 -10.3971 8.1966 -0.0108
H -4.3889 -6.3729 7.9442 0.0229
H -4.1167 -6.1333 10.3625 0.0010
```

Properties
<S²>: 6.04
Charge: -1
Kohn-Sham gap (alpha / beta) (eV): 7.165 / 5.254
Energy (eV): -390452.518
2S+1: 5


(2)
DFT (wB97M-V/def2-TZVPD) results for 2 unconnected molecules or ions with the total composition C8H12N at a distorted geometry.

```
21
Properties=species:S:1:pos:R:3:mulliken_charge:R:1
C 0.0628 2.4019 1.0431 -0.2168
C -0.9544 -0.2492 -2.8161 -0.2671
C 0.0631 1.3346 0.5387 -0.3400
C -0.9946 0.7973 -2.2097 -0.5342
C -2.2729 -0.2916 0.3885 -1.0785
C 2.3307 -0.5601 1.2497 -1.2670
C -0.9094 -0.6284 0.0218 -0.1982
C 1.5353 -0.5428 -0.0581 -0.2988
N 0.1853 0.1310 -0.0080 0.5172
H 0.1860 3.1907 1.7867 0.4376
H -1.1124 -1.2702 -2.9563 0.3868
H -2.1218 -0.6180 1.4079 0.3621
H -0.9270 1.8004 -1.8234 0.5034
H -2.5143 0.8209 0.2281 0.3331
H 1.8172 -1.1838 2.1072 0.2848
H 3.0538 -1.2821 1.0810 0.4516
H 2.7278 0.3323 1.5856 0.3994
H -0.7496 -1.6599 -0.2477 0.6166
H -2.9751 -0.9662 -0.1868 0.3353
H 1.2783 -1.5397 -0.4195 0.3065
H 2.2912 -0.0169 -0.7127 0.2663
```

Properties
Charge: +1
Kohn-Sham gap (eV): 9.157
ΔE to the lowest compared entry with this formula, charge and spin (kcal per mole): 97.1
Energy (eV): -9967.532


(3)
DFT (wB97M-V/def2-TZVPD) results for a molecular structure, C26H18BrN7O10Zr.

```
63
Properties=species:S:1:pos:R:3:mulliken_charge:R:1
Zr -2.5571 0.5520 0.4242 1.4669
N -3.8238 -1.4904 0.4264 -0.5447
C -4.1465 -1.8193 1.8389 -0.4842
C -4.5136 -0.5051 2.5256 0.4802
O -5.5718 -0.3824 3.1100 -0.6558
N -3.5745 0.4636 2.3175 0.0492
C -4.0682 1.8326 2.4780 -0.7546
C -4.3556 2.4836 1.1064 0.7319
O -4.5915 3.6486 0.9769 -0.5908
O -4.2355 1.6326 0.0612 -0.6840
H -3.3586 -2.2642 -0.0376 0.2491
H -4.6898 -1.3220 -0.0820 0.3091
H -4.9749 -2.5181 1.9289 0.4153
H -3.2579 -2.2529 2.2974 0.2739
H -5.0011 1.8374 3.0444 0.4948
H -3.3485 2.4687 2.9923 0.2576
Br 9.0029 -6.4521 0.1862 -0.1737
C 7.3793 -5.5444 -0.1519 0.1367
C 7.0841 -5.1346 -1.4399 -0.5093
C 5.8880 -4.4745 -1.6751 -0.2117
C 5.0056 -4.2260 -0.6326 0.0605
C 5.3142 -4.6465 0.6594 -0.0389
C 6.5035 -5.3074 0.9003 -0.7345
N 3.8046 -3.5470 -0.9944 -0.4580
N 3.0528 -3.2493 -0.0508 0.2538
C 1.8971 -2.5022 -0.4039 -0.1336
C 1.5381 -2.1794 -1.6913 -0.5547
C 0.3735 -1.4506 -1.9771 -1.0761
C -0.4532 -1.0378 -0.9594 0.8522
O -1.5725 -0.3392 -1.1374 -1.0001
C -0.0927 -1.3577 0.3826 0.2636
N -0.9385 -0.8989 1.3540 0.4209
C -0.6486 -1.1276 2.6155 -0.4087
C 0.4910 -1.8523 3.0008 -1.1646
C 1.3433 -2.3278 2.0425 -0.2610
C 1.0723 -2.0832 0.6763 0.4539
H 7.7769 -5.3295 -2.2462 0.4040
H 5.6238 -4.1424 -2.6704 0.4360
H 4.6191 -4.4576 1.4639 0.3684
H 6.7555 -5.6419 1.8968 0.3998
H 2.1775 -2.5044 -2.4997 0.4807
H 0.1128 -1.2075 -2.9984 0.4876
H -1.3367 -0.7171 3.3460 0.5993
H 0.6822 -2.0154 4.0517 0.4322
H 2.2314 -2.8832 2.3083 0.4909
O -0.1237 3.7038 1.7493 -0.5991
C -0.7642 3.2620 0.8360 0.0267
O -1.2653 2.0301 0.8257 -0.6594
C -0.9308 4.0399 -0.4467 0.6613
C -1.9848 3.8201 -1.3218 -0.2519
C -2.0719 4.5875 -2.4666 -0.3874
C -1.1543 5.5651 -2.7847 -0.4888
C -0.1241 5.7625 -1.8859 -0.1815
C 0.0003 5.0351 -0.7193 -0.7613
N 0.8862 6.7975 -2.1943 1.0427
O 1.8052 6.9262 -1.4159 -0.6080
O 0.7452 7.4210 -3.2244 -0.6150
N -3.1905 4.3331 -3.4000 1.0677
O -3.3288 5.1011 -4.3277 -0.6202
O -3.9146 3.3919 -3.1523 -0.6073
H -2.7730 3.1155 -1.1170 0.9372
H -1.2401 6.1510 -3.6861 0.6176
H 0.8108 5.2297 -0.0326 0.5973
```

Properties
Kohn-Sham gap (eV): 7.257
ΔE to the lowest compared entry with this formula, charge and spin (kcal per mole): 0.0
Energy (eV): -129482.995


(4)
DFT (wB97M-V/def2-TZVPD) results for 2 unconnected molecules or ions with the total composition C3H7NO.

```
12
Properties=species:S:1:pos:R:3:mulliken_spin:R:1
C -0.4408 1.6481 0.9565 0.3244
C 0.0075 2.9493 0.8128 0.4254
H -0.3582 0.9107 0.1535 0.1052
H -0.9682 1.3295 1.8609 0.0487
H 0.0496 3.5453 -0.0918 0.0460
H 0.3076 3.4554 1.7273 0.0476
C 0.6471 -1.8803 -1.1148 0.0003
N -0.2715 -2.9126 -0.9954 0.0002
O 0.5540 -0.7943 -0.5818 0.0013
H 1.4717 -2.1123 -1.8029 0.0007
H -1.1134 -2.5328 -0.5708 0.0002
H 0.1147 -3.6061 -0.3535 0.0000
```

Properties
<S²>: 0.75
Charge: +1
Kohn-Sham gap (alpha / beta) (eV): 7.745 / 4.622
ΔE to the lowest compared entry with this formula, charge and spin (kcal per mole): 41.8
Energy (eV): -6751.206
2S+1: 2


| no. | M (g/mol) |
| --- | --- |
| 1 | 854.89 |
| 2 | 122.19 |
| 3 | 759.60 |
| 4 | 73.09 |